A cluster of 10 separate species, C69H162N10O17 in total at a distorted geometry. Source: OMol25; level of theory: ωB97M-V/def2-TZVPD.

Each line ends with the Löwdin charge.
Geometry (Å):
C: -4.881 4.890 -7.363  -0.036
C: -3.912 4.390 -8.448  -0.472
C: -4.466 4.755 -9.910  -0.008
C: -2.593 5.230 -8.287  -0.138
C: -1.349 4.622 -8.945  -0.189
C: -1.201 3.171 -8.465  -0.126
C: -2.478 2.239 -8.744  -0.477
C: -2.420 1.900 -10.247  -0.029
C: -2.327 0.926 -7.920  -0.028
N: -3.669 2.959 -8.273  -0.148
O: -4.822 2.282 -8.502  0.003
H: -5.018 5.969 -7.424  0.081
H: -5.872 4.435 -7.358  0.080
H: -4.377 4.727 -6.411  0.082
H: -3.665 4.405 -10.560  0.056
H: -5.433 4.293 -10.111  0.076
H: -4.501 5.841 -10.003  0.081
H: -2.760 6.212 -8.731  0.111
H: -2.255 5.383 -7.263  0.115
H: -1.334 4.702 -10.032  0.102
H: -0.501 5.218 -8.608  0.107
H: -1.000 3.229 -7.395  0.111
H: -0.307 2.650 -8.807  0.108
H: -1.470 1.428 -10.497  0.088
H: -2.626 2.808 -10.814  0.062
H: -3.177 1.131 -10.399  0.077
H: -2.955 0.160 -8.376  0.072
H: -2.676 1.025 -6.892  0.084
H: -1.287 0.606 -7.976  0.079
H: -5.075 2.594 -9.374  0.075
C: 2.218 -2.090 7.988  -0.027
C: 1.938 -3.240 6.913  -0.438
C: 0.578 -2.875 6.262  -0.043
C: 3.042 -3.087 5.790  -0.132
C: 4.447 -3.658 6.077  -0.178
C: 4.231 -5.148 6.454  -0.111
C: 3.166 -5.288 7.670  -0.511
C: 2.822 -6.754 7.787  -0.058
C: 3.909 -4.927 8.946  -0.030
N: 1.949 -4.625 7.372  -0.127
O: 1.035 -4.826 8.397  0.004
H: 3.297 -1.997 8.112  0.057
H: 1.752 -1.120 7.816  0.073
H: 1.850 -2.328 8.986  0.072
H: 0.529 -1.838 5.928  0.079
H: 0.498 -3.405 5.313  0.066
H: -0.365 -3.170 6.723  0.075
H: 2.723 -3.553 4.858  0.111
H: 3.315 -2.052 5.580  0.114
H: 5.096 -3.598 5.203  0.108
H: 4.923 -3.169 6.927  0.099
H: 5.188 -5.544 6.795  0.102
H: 3.940 -5.751 5.594  0.111
H: 2.519 -7.014 8.801  0.079
H: 3.553 -7.529 7.557  0.088
H: 2.025 -7.138 7.151  0.081
H: 4.001 -3.858 9.138  0.070
H: 4.930 -5.307 8.945  0.087
H: 3.394 -5.357 9.805  0.080
H: 0.573 -5.608 8.084  0.096
C: 1.326 0.917 1.064  -0.077
C: 0.118 1.155 0.270  -0.530
C: -0.384 -0.138 -0.361  -0.025
C: -0.881 1.568 1.385  -0.121
C: -2.130 2.293 0.807  -0.163
C: -1.713 3.394 -0.180  -0.151
C: -0.700 2.991 -1.219  -0.556
C: -1.397 2.288 -2.317  -0.033
C: -0.095 4.348 -1.709  -0.025
N: 0.417 2.282 -0.646  -0.105
O: 1.330 1.916 -1.618  -0.007
H: 1.624 1.821 1.595  0.089
H: 1.264 0.149 1.834  0.094
H: 2.165 0.609 0.438  0.086
H: -0.243 -1.046 0.225  0.090
H: -1.440 -0.061 -0.620  0.064
H: 0.093 -0.251 -1.335  0.083
H: -1.251 0.665 1.872  0.120
H: -0.354 2.209 2.092  0.112
H: -2.827 1.596 0.343  0.103
H: -2.661 2.774 1.629  0.106
H: -1.428 4.278 0.391  0.117
H: -2.686 3.677 -0.580  0.122
H: -2.082 2.891 -2.913  0.096
H: -1.858 1.392 -1.902  0.071
H: -0.668 1.928 -3.043  0.088
H: 0.501 4.743 -0.886  0.085
H: -0.873 4.988 -2.126  0.084
H: 0.546 4.146 -2.567  0.072
H: 2.164 2.284 -1.318  0.110
C: -8.446 3.554 1.157  -0.099
O: -7.914 3.716 2.468  -0.182
C: -8.618 3.142 3.537  -0.215
C: -10.030 3.772 3.873  -0.198
N: -11.076 3.058 3.137  -0.059
C: -12.374 3.707 3.427  -0.195
C: -12.979 4.284 2.107  -0.220
O: -13.305 3.180 1.247  -0.179
C: -13.376 3.609 -0.080  -0.136
H: -9.374 4.111 1.027  0.071
H: -8.718 2.509 1.007  0.084
H: -7.787 3.816 0.329  0.083
H: -7.993 3.216 4.428  0.110
H: -8.668 2.053 3.520  0.112
H: -10.044 4.840 3.655  0.119
H: -10.314 3.762 4.925  0.103
H: -11.123 2.121 3.512  0.106
H: -12.410 4.369 4.292  0.109
H: -13.179 3.018 3.684  0.111
H: -12.265 4.908 1.569  0.103
H: -13.729 5.036 2.350  0.113
H: -12.459 4.003 -0.519  0.085
H: -14.170 4.349 -0.181  0.086
H: -13.679 2.722 -0.636  0.089
C: -1.311 -6.529 2.674  -0.100
O: -1.937 -6.511 3.938  -0.214
C: -1.524 -7.501 4.883  -0.209
C: -2.350 -7.379 6.167  -0.234
N: -2.442 -8.601 6.960  -0.059
C: -3.357 -8.301 8.109  -0.192
C: -3.605 -9.513 8.992  -0.239
O: -4.409 -9.060 10.068  -0.201
C: -4.797 -10.096 10.995  -0.092
H: -1.477 -7.529 2.274  0.083
H: -0.276 -6.221 2.823  0.089
H: -1.868 -5.835 2.045  0.086
H: -0.496 -7.305 5.186  0.110
H: -1.510 -8.494 4.433  0.119
H: -3.333 -7.101 5.786  0.111
H: -2.041 -6.537 6.786  0.116
H: -2.956 -9.199 6.329  0.102
H: -4.249 -7.847 7.677  0.117
H: -2.880 -7.588 8.782  0.121
H: -2.677 -9.993 9.302  0.122
H: -4.171 -10.301 8.495  0.116
H: -5.470 -9.635 11.718  0.082
H: -3.912 -10.382 11.564  0.085
H: -5.357 -10.934 10.579  0.084
C: 3.190 7.591 2.623  -0.077
O: 4.530 8.186 2.707  -0.213
C: 4.974 8.507 4.032  -0.238
C: 6.322 9.171 4.138  -0.222
N: 7.317 8.173 3.837  -0.050
C: 8.654 8.758 3.909  -0.201
C: 9.681 7.725 3.368  -0.197
O: 9.437 7.379 1.989  -0.200
C: 10.321 6.473 1.522  -0.157
H: 2.782 7.515 3.631  0.072
H: 3.097 6.598 2.184  0.078
H: 2.525 8.303 2.134  0.080
H: 4.925 7.518 4.489  0.121
H: 4.211 9.158 4.457  0.115
H: 6.439 9.597 5.135  0.126
H: 6.293 9.998 3.429  0.123
H: 7.290 7.891 2.868  0.106
H: 8.965 9.156 4.876  0.119
H: 8.797 9.578 3.206  0.113
H: 9.802 6.819 3.962  0.115
H: 10.679 8.161 3.409  0.113
H: 10.401 5.661 2.245  0.088
H: 11.285 6.959 1.371  0.092
H: 9.875 6.119 0.592  0.091
C: 8.180 0.630 -3.471  -0.143
O: 8.379 1.632 -2.541  -0.191
C: 7.546 1.463 -1.370  -0.176
C: 7.045 2.811 -0.713  -0.199
N: 6.232 3.667 -1.592  -0.054
C: 6.239 5.063 -1.139  -0.229
C: 5.301 5.875 -1.927  -0.256
O: 5.801 6.128 -3.241  -0.176
C: 4.874 6.809 -4.127  -0.093
H: 7.127 0.649 -3.752  0.077
H: 8.494 -0.349 -3.107  0.092
H: 8.640 0.921 -4.415  0.088
H: 8.137 0.983 -0.590  0.113
H: 6.676 0.841 -1.577  0.111
H: 7.904 3.391 -0.377  0.100
H: 6.544 2.593 0.231  0.110
H: 6.642 3.542 -2.507  0.101
H: 7.198 5.579 -1.185  0.124
H: 5.850 4.987 -0.124  0.126
H: 5.205 6.820 -1.392  0.122
H: 4.319 5.402 -1.895  0.120
H: 4.619 7.849 -3.920  0.082
H: 3.930 6.264 -4.162  0.075
H: 5.183 6.715 -5.168  0.079
C: -0.251 -9.715 -2.361  -0.112
O: -1.296 -9.659 -3.299  -0.214
C: -2.478 -8.974 -2.851  -0.186
C: -2.938 -8.253 -4.195  -0.175
N: -2.037 -7.209 -4.699  -0.069
C: -1.981 -5.974 -3.926  -0.207
C: -1.141 -4.804 -4.486  -0.154
O: 0.182 -5.362 -4.613  -0.199
C: 1.201 -4.654 -5.090  -0.187
H: -0.096 -8.731 -1.918  0.077
H: 0.669 -10.113 -2.788  0.093
H: -0.667 -10.245 -1.504  0.082
H: -2.415 -8.340 -1.966  0.105
H: -3.234 -9.713 -2.586  0.108
H: -3.962 -7.879 -4.191  0.110
H: -2.853 -9.012 -4.972  0.109
H: -1.100 -7.551 -4.857  0.102
H: -1.670 -6.284 -2.928  0.104
H: -2.960 -5.514 -3.791  0.114
H: -1.114 -3.875 -3.917  0.119
H: -1.437 -4.523 -5.497  0.120
H: 1.121 -4.297 -6.116  0.089
H: 2.159 -5.131 -4.879  0.093
H: 1.355 -3.731 -4.530  0.079
C: -5.335 0.472 7.820  -0.073
O: -5.759 -0.945 7.799  -0.220
C: -4.661 -1.857 7.463  -0.196
C: -5.325 -3.229 7.143  -0.191
N: -5.990 -3.174 5.844  -0.077
C: -5.145 -2.825 4.735  -0.212
C: -5.729 -3.334 3.370  -0.208
O: -4.900 -2.883 2.326  -0.180
C: -5.394 -3.359 1.084  -0.124
H: -5.151 0.818 6.803  0.078
H: -4.496 0.628 8.498  0.082
H: -6.213 1.036 8.137  0.079
H: -4.046 -1.910 8.361  0.114
H: -4.070 -1.509 6.616  0.099
H: -6.061 -3.413 7.926  0.112
H: -4.715 -4.124 7.265  0.109
H: -6.664 -2.426 5.922  0.102
H: -4.134 -3.121 5.017  0.119
H: -4.999 -1.745 4.706  0.106
H: -6.792 -3.148 3.216  0.119
H: -5.578 -4.414 3.397  0.117
H: -6.454 -3.589 0.974  0.087
H: -4.854 -4.218 0.685  0.076
H: -5.095 -2.626 0.336  0.082
C: 4.932 1.759 -6.992  -0.152
O: 5.841 1.807 -8.007  -0.215
C: 6.924 2.759 -7.975  -0.170
C: 7.783 2.738 -9.263  -0.232
N: 8.620 1.590 -9.270  -0.073
C: 7.853 0.440 -9.730  -0.171
C: 8.822 -0.784 -10.026  -0.184
O: 7.971 -1.838 -10.530  -0.218
C: 8.791 -2.955 -10.990  -0.100
H: 4.133 1.020 -7.034  0.089
H: 4.369 2.680 -6.838  0.081
H: 5.456 1.548 -6.060  0.075
H: 7.476 2.493 -7.073  0.116
H: 6.449 3.717 -7.761  0.113
H: 8.321 3.685 -9.229  0.118
H: 7.100 2.895 -10.098  0.116
H: 9.463 1.842 -9.767  0.111
H: 7.298 0.708 -10.628  0.118
H: 7.218 0.078 -8.922  0.114
H: 9.175 -1.185 -9.076  0.119
H: 9.569 -0.593 -10.796  0.111
H: 9.317 -3.435 -10.164  0.078
H: 9.515 -2.658 -11.748  0.078
H: 8.142 -3.728 -11.401  0.081

Values from the calculation:
net charge = 0
structure (SMILES) = CC1(C)CCCC(C)(C)N1O.CC1(C)CCCC(C)(C)N1O.CC1(C)CCCC(C)(C)N1O.COCCNCCOC.COCCNCCOC.COCCNCCOC.COCCNCCOC.COCCNCCOC.COCCNCCOC.COCCNCCOC
HOMO-LUMO gap = 8.424 eV
E_LUMO = 0.26 eV